No. 1
Here is C25H23Cl5N7SV as an isolated structure from OMol25. Energies are from ωB97M-V with the def2-TZVPD basis set.

Output
E_LUMO (alpha / beta) in eV: -2.5 / -2.6
Multiplicity: 4
ΔE to the lowest compared entry with this formula, charge and spin in kJ/mol: 73.0
E_HOMO (alpha / beta) in Eh: -0.3715 / -0.3839
Calculated total energy in Eh: -4992.77980
Charge: +1

The geometry in XYZ format:
```
62
C25H23Cl5N7SV ωB97M-V with the def2-TZVPD basis set
V -0.396 -0.320 -0.143
C 1.803 0.294 2.202
N 0.398 -0.101 2.021
C 0.148 -1.474 2.507
C -1.278 -1.873 2.208
C -2.000 -2.700 3.049
C -3.307 -3.021 2.711
C -3.854 -2.493 1.554
C -3.067 -1.673 0.765
N -1.807 -1.371 1.082
C -0.471 0.847 2.747
C -1.093 1.893 1.864
C -1.535 3.088 2.413
C -2.227 3.983 1.617
C -2.460 3.653 0.292
C -1.970 2.453 -0.187
N -1.284 1.585 0.573
C 2.739 -0.263 1.158
C 4.078 0.104 1.167
C 4.918 -0.447 0.215
C 4.396 -1.350 -0.697
C 3.046 -1.651 -0.630
N 2.226 -1.107 0.271
H 2.145 -0.002 3.202
H 1.848 1.386 2.171
H 0.317 -1.548 3.588
H 0.847 -2.139 1.999
H -1.543 -3.086 3.951
H -3.892 -3.672 3.347
H -4.868 -2.712 1.253
H -3.431 -1.254 -0.165
H 0.075 1.328 3.563
H -1.289 0.297 3.216
H -1.343 3.299 3.456
H -2.584 4.918 2.026
H -3.011 4.306 -0.369
H -2.131 2.151 -1.210
H 4.450 0.799 1.910
H 5.968 -0.183 0.193
H 5.014 -1.820 -1.449
H 2.595 -2.349 -1.322
Cl -0.063 -3.120 -0.726
C -1.123 -2.472 -2.002
C -1.305 -1.099 -2.009
C -2.001 -0.656 -3.121
Cl -2.136 1.087 -3.383
C -2.527 -1.478 -4.113
Cl -3.377 -0.830 -5.458
C -2.345 -2.857 -4.008
Cl -2.991 -3.912 -5.199
C -1.610 -3.370 -2.941
Cl -1.321 -5.058 -2.815
N 0.899 1.339 -1.372
N 2.141 1.485 -2.035
C 2.547 0.578 -2.983
N 3.695 0.951 -3.592
S 1.731 -0.791 -3.393
H 0.133 1.498 -2.034
H 0.881 2.084 -0.684
H 2.388 2.446 -2.229
H 4.266 1.711 -3.265
H 4.059 0.342 -4.302
```

How is the electron density shared among the atoms? According to Löwdin, the charges in e are: atom 1 (V): 0.699, atom 2 (C): -0.112, atom 3 (N): -0.210, atom 4 (C): -0.118, atom 5 (C): -0.282, atom 6 (C): 0.004, atom 7 (C): -0.026, atom 8 (C): -0.023, atom 9 (C): -0.084, atom 10 (N): -0.007, atom 11 (C): -0.109, atom 12 (C): -0.234, atom 13 (C): -0.002, atom 14 (C): -0.030, atom 15 (C): -0.028, atom 16 (C): -0.110, atom 17 (N): 0.028, atom 18 (C): -0.273, atom 19 (C): -0.019, atom 20 (C): -0.047, atom 21 (C): -0.049, atom 22 (C): -0.180, atom 23 (N): 0.069, atom 24 (H): 0.143, atom 25 (H): 0.136, atom 26 (H): 0.140, atom 27 (H): 0.117, atom 28 (H): 0.125, atom 29 (H): 0.120, atom 30 (H): 0.117, atom 31 (H): 0.123, atom 32 (H): 0.136, atom 33 (H): 0.140, atom 34 (H): 0.125, atom 35 (H): 0.121, atom 36 (H): 0.118, atom 37 (H): 0.032, atom 38 (H): 0.120, atom 39 (H): 0.114, atom 40 (H): 0.115, atom 41 (H): 0.052, atom 42 (Cl): 0.724, atom 43 (C): -0.671, atom 44 (C): -0.309, atom 45 (C): -0.672, atom 46 (Cl): 0.671, atom 47 (C): -0.710, atom 48 (Cl): 0.694, atom 49 (C): -0.705, atom 50 (Cl): 0.701, atom 51 (C): -0.711, atom 52 (Cl): 0.699, atom 53 (N): -0.002, atom 54 (N): -0.063, atom 55 (C): -0.909, atom 56 (N): 0.092, atom 57 (S): 0.741, atom 58 (H): 0.043, atom 59 (H): 0.092, atom 60 (H): 0.143, atom 61 (H): 0.105, atom 62 (H): 0.096



No. 2
Here is C25H23ClCuN5O4PS as an isolated structure from OMol25. Energies are from ωB97M-V with the def2-TZVPD basis set.

Output
E_LUMO (alpha / beta) in eV: -0.7 / -1.3
Multiplicity: 2
ΔE to the lowest compared entry with this formula, charge and spin in kJ/mol: 106.7
E_HOMO (alpha / beta) in Eh: -0.2888 / -0.2891
Calculated total energy in Eh: -4381.18030

The geometry in XYZ format:
```
61
C25H23ClCuN5O4PS ωB97M-V with the def2-TZVPD basis set
Cu 1.312 0.335 1.195
N 3.776 -1.824 3.872
C 3.152 -0.950 3.067
S 1.486 -0.637 3.315
N 3.904 -0.248 2.222
N 3.269 0.573 1.446
C 3.809 1.436 0.643
C 2.912 2.323 -0.032
C 3.333 3.360 -0.874
C 2.395 4.223 -1.397
C 1.053 4.043 -1.082
C 0.709 2.972 -0.277
N 1.603 2.146 0.234
H 3.180 -2.474 4.361
H 4.664 -2.178 3.547
H 4.882 1.525 0.523
H 4.382 3.476 -1.093
H 2.699 5.032 -2.043
H 0.299 4.722 -1.448
H -0.321 2.784 -0.012
N 1.736 0.197 -1.980
C 0.457 0.175 -2.486
C 0.243 0.400 -3.852
C -1.024 0.423 -4.392
C -2.128 0.186 -3.585
C -1.941 -0.044 -2.239
C -0.669 -0.008 -1.668
P -0.621 -0.273 0.133
C -1.900 0.852 0.786
C -2.585 1.827 0.070
C -3.535 2.605 0.706
C -3.824 2.411 2.046
C -3.102 1.481 2.776
C -2.120 0.731 2.158
C -1.442 -1.895 0.197
C -1.030 -2.845 -0.736
C -1.537 -4.128 -0.689
C -2.467 -4.474 0.275
C -2.917 -3.518 1.169
C -2.404 -2.235 1.140
H 1.876 -0.401 -1.173
H 2.450 0.072 -2.683
H 1.102 0.544 -4.491
H -1.163 0.612 -5.446
H -3.121 0.175 -4.003
H -2.791 -0.256 -1.604
H -2.386 1.978 -0.982
H -4.061 3.364 0.148
H -4.601 2.992 2.517
H -3.303 1.342 3.827
H -1.502 0.046 2.728
H -0.294 -2.588 -1.484
H -1.188 -4.863 -1.394
H -2.839 -5.487 0.327
H -3.666 -3.773 1.905
H -2.765 -1.507 1.851
O 1.599 -4.008 -0.153
Cl 1.707 -2.986 0.806
O 0.656 -3.034 1.745
O 2.962 -3.027 1.463
O 1.639 -1.699 0.099
```

How is the electron density shared among the atoms? According to Löwdin, the charges in e are: atom 1 (Cu): 0.239, atom 2 (N): 0.103, atom 3 (C): -0.845, atom 4 (S): 0.713, atom 5 (N): 0.010, atom 6 (N): -0.108, atom 7 (C): -0.054, atom 8 (C): -0.263, atom 9 (C): -0.008, atom 10 (C): -0.049, atom 11 (C): -0.035, atom 12 (C): -0.104, atom 13 (N): 0.042, atom 14 (H): 0.098, atom 15 (H): 0.111, atom 16 (H): 0.130, atom 17 (H): 0.114, atom 18 (H): 0.111, atom 19 (H): 0.107, atom 20 (H): 0.093, atom 21 (N): 0.132, atom 22 (C): -0.306, atom 23 (C): -0.033, atom 24 (C): -0.080, atom 25 (C): -0.086, atom 26 (C): -0.114, atom 27 (C): -0.287, atom 28 (P): 1.093, atom 29 (C): -0.348, atom 30 (C): -0.108, atom 31 (C): -0.074, atom 32 (C): -0.077, atom 33 (C): -0.066, atom 34 (C): -0.119, atom 35 (C): -0.335, atom 36 (C): -0.116, atom 37 (C): -0.065, atom 38 (C): -0.070, atom 39 (C): -0.072, atom 40 (C): -0.072, atom 41 (H): 0.035, atom 42 (H): 0.110, atom 43 (H): 0.108, atom 44 (H): 0.105, atom 45 (H): 0.101, atom 46 (H): 0.116, atom 47 (H): 0.100, atom 48 (H): 0.105, atom 49 (H): 0.104, atom 50 (H): 0.108, atom 51 (H): 0.092, atom 52 (H): 0.110, atom 53 (H): 0.111, atom 54 (H): 0.104, atom 55 (H): 0.103, atom 56 (H): 0.088, atom 57 (O): -0.283, atom 58 (Cl): 0.640, atom 59 (O): -0.344, atom 60 (O): -0.321, atom 61 (O): -0.491



No. 3
Here is C25H23ClLuN2O2P as an isolated structure from OMol25. Energies are from ωB97M-V with the def2-TZVPD basis set.

Output
E_LUMO in eV: -8.8
E_HOMO in Eh: -0.5298
Calculated total energy in Eh: -3263.01817
Charge: +2

The geometry in XYZ format:
```
55
C25H23ClLuN2O2P ωB97M-V with the def2-TZVPD basis set
Lu 0.348 0.669 -0.756
Cl 2.244 1.535 -1.985
C -1.448 0.039 -1.842
O -2.516 -0.137 -2.303
P 0.845 -2.164 -0.622
C 0.068 -3.575 0.253
C 0.618 -2.620 -2.379
C 2.623 -2.509 -0.363
C 1.625 -2.283 -3.299
C 1.429 -2.544 -4.653
C 0.222 -3.098 -5.093
C -0.808 -3.362 -4.183
C -0.610 -3.115 -2.827
H 2.563 -1.838 -2.953
H 2.246 -2.331 -5.348
H 0.089 -3.315 -6.151
H -1.751 -3.779 -4.527
H -1.399 -3.308 -2.108
C -1.209 -3.384 0.812
C -1.850 -4.401 1.511
C -1.241 -5.654 1.631
C 0.020 -5.871 1.062
C 0.679 -4.836 0.386
H -1.704 -2.424 0.707
H -2.831 -4.197 1.935
H -1.755 -6.452 2.162
H 0.508 -6.851 1.115
H 1.660 -5.051 -0.041
C 3.291 -3.591 -0.959
C 4.665 -3.762 -0.765
C 5.386 -2.847 0.003
C 4.729 -1.752 0.579
C 3.354 -1.602 0.428
H 2.765 -4.313 -1.584
H 5.158 -4.619 -1.225
H 6.455 -2.961 0.161
H 5.256 -0.997 1.162
H 2.849 -0.763 0.922
H -0.441 -0.698 2.165
H 0.202 -0.518 2.470
N -2.981 6.615 2.052
C -1.725 6.085 2.186
O -0.857 6.762 2.738
C -1.451 4.703 1.667
C -2.388 3.869 1.042
C -2.010 2.639 0.498
N -0.700 2.215 0.602
C 0.223 2.993 1.267
C -0.154 4.215 1.808
H -3.108 7.575 2.400
H -3.750 6.185 1.583
H -3.409 4.211 0.974
H -2.669 1.950 -0.040
H 1.246 2.608 1.339
H 0.558 4.846 2.324
```

How is the electron density shared among the atoms? According to Löwdin, the charges in e are: atom 1 (Lu): 1.154, atom 2 (Cl): -0.099, atom 3 (C): -0.031, atom 4 (O): 0.197, atom 5 (P): 0.973, atom 6 (C): -0.360, atom 7 (C): -0.402, atom 8 (C): -0.385, atom 9 (C): -0.103, atom 10 (C): -0.045, atom 11 (C): -0.040, atom 12 (C): -0.051, atom 13 (C): -0.106, atom 14 (H): 0.108, atom 15 (H): 0.124, atom 16 (H): 0.121, atom 17 (H): 0.119, atom 18 (H): 0.104, atom 19 (C): -0.142, atom 20 (C): -0.063, atom 21 (C): -0.042, atom 22 (C): -0.039, atom 23 (C): -0.054, atom 24 (H): 0.074, atom 25 (H): 0.116, atom 26 (H): 0.120, atom 27 (H): 0.124, atom 28 (H): 0.092, atom 29 (C): -0.105, atom 30 (C): -0.038, atom 31 (C): -0.038, atom 32 (C): -0.057, atom 33 (C): -0.120, atom 34 (H): 0.116, atom 35 (H): 0.124, atom 36 (H): 0.121, atom 37 (H): 0.118, atom 38 (H): 0.076, atom 39 (H): 0.028, atom 40 (H): 0.056, atom 41 (N): 0.188, atom 42 (C): -0.451, atom 43 (O): 0.089, atom 44 (C): -0.068, atom 45 (C): 0.040, atom 46 (C): -0.074, atom 47 (N): -0.155, atom 48 (C): -0.088, atom 49 (C): 0.047, atom 50 (H): 0.147, atom 51 (H): 0.091, atom 52 (H): 0.120, atom 53 (H): 0.110, atom 54 (H): 0.121, atom 55 (H): 0.140



Quick rundown of max |F|, same order as above: 0.66; 2.02; 10.56 eV/Å